No. 1
# C4H7N2P

2 unconnected molecules or ions with the total composition C4H7N2P in a non-equilibrium geometry (ωB97M-V/def2-TZVPD, OMol25).

```
14
Properties=species:S:1:pos:R:3:forces:R:3:nbo_charge:R:1
C -2.392839 -0.516114 0.871715 -0.94 0.40 -0.77 -0.1094
C -2.624704 0.198644 -0.298649 -1.71 -1.99 0.60 -0.1201
C -0.507063 0.216052 0.242705 0.74 -0.18 -1.47 0.4106
C 2.652070 -0.588187 0.241189 -0.64 0.99 -3.23 -0.9493
N -1.021047 -0.526496 1.126123 -0.62 0.08 1.37 -0.5229
N -1.386174 0.519378 -0.752847 1.57 3.41 -2.62 -0.6065
P 2.332265 1.232474 0.016019 -0.58 0.43 0.34 0.3697
H -3.189641 -0.987500 1.481894 1.10 0.26 -0.34 0.2155
H -3.574422 0.222839 -0.889729 1.26 0.38 0.61 0.2251
H 3.712999 -0.768040 0.303451 0.11 -0.54 0.26 0.2362
H 2.123789 -1.111318 -0.611412 1.15 0.30 0.64 0.2408
H 2.014335 -0.803650 1.038988 -0.33 -0.57 1.84 0.2454
H -1.154535 1.209032 -1.569056 -0.72 -1.95 2.35 0.4299
H 3.014966 1.702885 -1.200395 -0.39 -1.01 0.40 -0.0652
```
Positions in Å, forces in eV/Å.

Summary:
LUMO level (alpha / beta): -0.9 / -1.0 eV
Relative energy (zero: lowest compared OMol25 entry of this formula, charge and spin): 93.6 kcal/mol
Electronic energy: -607.31013 hartree
Orbital gap (alpha / beta): 7.982 / 7.378 eV

=====

No. 2
# C14H9CdCl2I2NO2S

A molecular structure, C14H9CdCl2I2NO2S (ωB97M-V/def2-TZVPD, OMol25).

```
32
Properties=species:S:1:pos:R:3:forces:R:3:nbo_charge:R:1
Cd -0.065093 0.385619 0.322373 0.17 -0.29 -0.30 1.5295
I -0.681784 -3.368751 -1.346261 0.00 -0.06 -0.04 0.0843
C 0.083649 -3.248480 0.629505 -0.03 -0.01 -0.04 -0.7224
I 2.196299 -3.000379 0.721607 -0.11 -0.02 0.07 0.0894
H -0.156631 -4.177826 1.127043 0.00 -0.03 0.00 0.2067
H -0.442056 -2.387269 1.067895 0.02 0.03 0.05 0.3052
O 1.818896 0.935145 1.640854 0.06 0.35 -0.22 -0.7975
C 1.856495 1.921814 0.838473 -0.07 0.14 0.30 0.6963
O 0.941199 2.764834 0.679180 0.32 -0.18 0.02 -0.7470
C 3.036288 1.953535 -0.097454 0.04 -0.01 -0.02 -0.0625
C 4.157506 2.728425 0.161255 -0.04 -0.05 -0.02 -0.2306
C 5.257743 2.711363 -0.688842 -0.08 -0.04 -0.03 -0.2713
C 5.217984 1.899144 -1.814682 -0.07 -0.07 0.01 -0.2407
C 4.091566 1.131743 -2.086969 -0.10 0.04 0.10 -0.2390
C 2.963380 1.142137 -1.249161 0.13 0.07 -0.08 -0.1535
S 1.547327 0.190561 -1.698066 0.00 0.15 0.22 -0.5094
H 4.164344 3.355082 1.046859 0.00 -0.02 0.00 0.1986
H 6.128035 3.319740 -0.475255 0.03 0.01 0.01 0.1855
H 6.071329 1.857140 -2.484747 -0.03 0.00 -0.01 0.1849
H 4.061291 0.502853 -2.968610 0.02 0.00 -0.02 0.2014
Cl -2.324428 1.759444 -0.636430 -0.25 0.03 0.00 -0.0771
C -3.430859 0.624018 0.143419 -0.08 -0.10 0.12 -0.1380
C -4.778000 0.869114 -0.004050 0.11 -0.05 0.03 -0.2292
C -5.734101 0.023865 0.561604 0.09 -0.06 0.04 -0.3829
C -5.265282 -1.086880 1.277446 0.08 0.08 -0.06 -0.2347
C -3.920994 -1.323135 1.425566 -0.04 0.10 -0.05 -0.1112
Cl -3.432936 -2.753301 2.335354 -0.04 0.08 -0.06 -0.0887
C -2.836582 -0.485385 0.902936 0.17 -0.08 -0.05 0.1255
N -1.587994 -0.761320 1.112786 -0.38 0.07 0.00 -1.1476
H -5.087422 1.738169 -0.576334 0.02 -0.04 0.01 0.1965
H -6.793576 0.212434 0.440301 0.04 -0.01 0.02 0.1844
H -5.967155 -1.782027 1.724352 0.01 -0.02 0.01 0.1950
```
Positions in Å, forces in eV/Å.

Summary:
Charge: -2
LUMO level: 4.3 eV
Relative energy (zero: lowest compared OMol25 entry of this formula, charge and spin): 0.9 kcal/mol
Electronic energy: -2825.89035 hartree
Orbital gap: 4.807 eV

=====

No. 3
# C44H40N8O2P2RbS2Se

A molecular structure, C44H40N8O2P2RbS2Se in a non-equilibrium geometry (ωB97M-V/def2-TZVPD, OMol25).

```
100
Properties=species:S:1:pos:R:3:forces:R:3:mulliken_spin:R:1
Rb 0.304778 -0.708906 -0.259219 -0.05 0.09 0.04 0.0064
C 4.907364 0.918525 0.415248 0.16 -0.11 0.13 -0.0039
C 3.517058 1.063122 0.266884 -0.16 0.05 0.01 -0.0001
N 2.641531 0.462839 1.034874 0.09 0.02 -0.21 0.0044
C 3.075550 -0.350615 2.023679 0.38 -0.16 0.16 -0.0182
C 4.462789 -0.592541 2.237387 -0.26 0.13 -0.06 -0.0121
C 5.370513 0.087659 1.394838 -0.03 0.06 -0.09 0.0058
C 4.892356 -1.476059 3.248684 0.08 -0.18 0.20 0.0011
C 3.951509 -2.105817 4.028290 0.20 0.12 -0.10 0.0010
C 2.588982 -1.872111 3.855431 -0.15 0.14 -0.03 0.0003
C 2.092836 -1.003725 2.868796 0.01 -0.29 0.35 0.0025
N 0.789877 -0.857328 2.592689 -0.14 0.10 -0.49 0.0018
C -0.217444 -0.955339 3.456066 0.26 0.09 0.24 0.0205
C -0.163198 -0.597783 4.819066 0.09 -0.06 -0.15 0.0004
C -1.295965 -0.600075 5.628039 -0.28 -0.08 -0.02 0.0012
C -2.532787 -0.980029 5.153510 0.03 0.03 0.24 0.0009
C -2.653138 -1.380525 3.806829 0.19 -0.01 -0.22 -0.0017
C -3.876264 -1.809836 3.243134 0.04 -0.03 -0.10 0.0009
C -3.929674 -2.198951 1.932982 -0.08 0.04 0.15 -0.0002
C -2.747062 -2.160262 1.173634 0.10 -0.04 -0.04 0.0007
N -1.596112 -1.763716 1.659764 -0.15 -0.05 -0.12 -0.0024
C -1.516068 -1.371411 2.948593 -0.29 0.02 0.31 -0.0179
H 5.583012 1.452293 -0.240086 -0.03 0.03 -0.01 0.0012
H 3.120402 1.709889 -0.512614 0.01 -0.02 -0.01 0.0050
H 6.434567 -0.068922 1.540406 0.00 0.00 -0.01 0.0004
H 5.951959 -1.660302 3.388108 0.00 0.03 -0.02 0.0000
H 4.272902 -2.805795 4.793165 -0.01 -0.01 0.00 -0.0001
H 1.873148 -2.407845 4.466784 0.00 0.02 0.00 0.0001
H 0.789727 -0.282334 5.225772 -0.01 -0.01 0.00 0.0008
H -1.204141 -0.292835 6.665415 0.04 0.02 -0.01 -0.0001
H -3.409064 -0.984367 5.792376 0.02 0.01 0.00 0.0001
H -4.760004 -1.830636 3.872804 -0.02 0.02 -0.02 0.0000
H -4.854929 -2.526608 1.475957 0.00 -0.01 0.00 -0.0001
H -2.745896 -2.484746 0.135828 -0.01 0.03 -0.01 0.0002
N -1.002337 2.894515 -2.071728 0.24 0.11 0.14 -0.0008
P -1.635809 2.154587 -0.644472 -1.23 0.05 -0.33 -0.0237
C -3.290194 1.677159 -1.482383 0.16 -0.09 0.16 0.0000
C -4.453986 2.419318 -1.682469 0.03 0.03 -0.04 -0.0004
C -5.571864 1.849529 -2.280244 0.03 0.06 0.00 0.0000
C -5.537662 0.530231 -2.712093 -0.02 -0.05 -0.04 -0.0001
C -4.380493 -0.217200 -2.542847 -0.03 -0.04 -0.06 0.0001
C -3.279979 0.354503 -1.921180 -0.03 -0.01 -0.01 -0.0004
C -2.300938 3.665753 0.175912 0.01 -0.05 0.11 0.0220
C -1.777950 4.948403 0.017917 0.01 -0.08 -0.03 0.0022
C -2.307351 6.022061 0.720393 -0.02 0.04 0.03 -0.0009
C -3.356917 5.833014 1.608056 0.01 0.05 -0.04 -0.0023
C -3.863764 4.555852 1.800628 -0.03 -0.02 0.03 -0.0018
C -3.338918 3.487132 1.090538 0.04 -0.06 -0.04 -0.0039
C -0.152469 2.277129 -2.937263 0.03 -0.12 -0.10 -0.0025
C 0.379641 2.967685 -4.044042 0.05 0.03 -0.07 -0.0009
C 1.122367 2.266522 -4.964230 -0.08 -0.03 0.12 0.0009
C 1.345822 0.902783 -4.774703 0.06 -0.02 -0.01 -0.0008
C 0.823246 0.320887 -3.635601 0.09 -0.06 -0.15 0.0011
N 0.096255 0.981260 -2.736417 -0.17 0.08 0.02 0.0008
H -1.044519 3.896182 -2.140170 0.05 0.06 -0.08 -0.0003
H -4.494806 3.455545 -1.365707 -0.01 0.00 0.03 0.0000
H -6.473677 2.439121 -2.409344 0.01 0.00 -0.01 0.0000
H -6.408305 0.085534 -3.181439 0.00 0.01 0.01 0.0000
H -4.336140 -1.242800 -2.891412 0.02 0.00 0.04 0.0000
H -2.374259 -0.223917 -1.775010 -0.04 -0.15 -0.05 0.0003
H -0.910150 5.113874 -0.611362 0.03 -0.02 0.01 -0.0076
H -1.877243 7.008587 0.592120 0.00 -0.01 -0.02 0.0005
H -3.768234 6.674229 2.153892 0.02 -0.02 0.02 0.0000
H -4.663451 4.392356 2.513718 0.00 -0.03 -0.02 0.0005
H -3.732573 2.487780 1.243250 -0.05 0.02 0.03 0.0002
H 0.192101 4.027281 -4.161980 -0.01 0.00 0.04 0.0004
H 1.524570 2.769720 -5.835819 0.01 0.03 0.02 -0.0002
H 1.915006 0.319245 -5.485216 0.01 -0.03 0.04 -0.0001
H 0.977109 -0.737108 -3.435634 0.01 0.01 0.00 0.0000
C 2.511381 -4.802764 -5.439187 -0.06 0.09 0.13 0.0000
C 1.453377 -3.964814 -4.742178 -0.03 -0.10 -0.07 0.0000
O 1.942048 -3.564949 -3.470273 -0.09 -0.03 0.16 0.0000
P 1.038546 -3.829305 -2.117378 0.50 -0.77 -0.61 0.0001
S 2.248743 -3.260174 -0.677260 -0.33 0.04 -0.03 0.0000
S -0.812205 -3.257929 -2.486290 0.08 0.39 0.34 0.0000
O 0.907709 -5.473182 -2.145585 -0.02 0.19 0.13 0.0000
C 1.854962 -6.328904 -1.514524 0.08 -0.01 0.05 0.0000
C 1.394753 -6.724469 -0.120937 -0.04 0.12 -0.16 0.0000
H 2.183580 -5.060235 -6.449143 0.03 -0.02 -0.01 0.0000
H 2.690243 -5.720654 -4.877223 0.01 -0.01 -0.02 0.0000
H 3.448055 -4.246134 -5.496593 0.01 -0.03 -0.04 0.0000
H 0.524051 -4.528061 -4.632553 0.00 0.04 -0.04 0.0000
H 1.232938 -3.066023 -5.327017 -0.04 0.00 0.04 0.0000
H 2.831273 -5.840881 -1.458229 -0.01 -0.02 -0.04 0.0000
H 1.936247 -7.212582 -2.155044 0.03 0.03 -0.02 0.0000
H 1.357637 -5.836478 0.508245 -0.01 -0.02 0.05 0.0000
H 2.090870 -7.444478 0.316687 -0.01 0.00 0.01 0.0000
H 0.397650 -7.166256 -0.164911 0.02 -0.03 0.01 0.0000
Se 3.055476 5.083607 -0.704715 0.08 0.07 -0.06 0.2042
N 3.308870 4.660316 1.030968 0.16 0.02 0.22 0.2611
C 2.290373 3.866679 1.369906 0.02 0.08 -0.11 -0.0295
C 2.073955 3.315062 2.639374 -0.16 -0.09 0.06 0.2040
C 0.955739 2.512920 2.832323 0.09 0.07 0.25 -0.0264
C 0.089125 2.268620 1.783970 0.07 0.19 -0.23 0.1618
N 0.246918 2.774251 0.554749 0.57 0.20 0.22 0.0737
C 1.314922 3.568764 0.321425 0.05 0.11 0.07 -0.0617
N 1.525117 4.144643 -0.861040 -0.27 -0.15 -0.13 0.1923
H 2.777691 3.506864 3.439382 0.02 0.02 -0.02 0.0020
H 0.761041 2.060129 3.796224 -0.01 -0.06 -0.03 -0.0025
H -0.792327 1.644754 1.920056 0.05 -0.06 0.02 0.0401
```
Positions in Å, forces in eV/Å.

Summary:
Multiplicity: 2
Charge: -2
LUMO level (alpha / beta): 3.8 / 3.8 eV
Relative energy (zero: lowest compared OMol25 entry of this formula, charge and spin): 7.6 kcal/mol
⟨S²⟩: 0.779
Electronic energy: -6194.06401 hartree
Orbital gap (alpha / beta): 4.546 / 5.285 eV

=====

Question: The lowest electronic energy belongs to which entry?
Answer: C44H40N8O2P2RbS2Se

=====

Question: Number 1 is which compound?
Answer: C4H7N2P

=====

Question: The lowest relative energy (zero: lowest compared OMol25 entry of this formula, charge and spin) belongs to which entry?
Answer: C14H9CdCl2I2NO2S